ORCA calculation (ωB97M-V/def2-TZVPD) on the ion C4H6N2O2P with charge -1 in a non-equilibrium geometry.

Structure (ORCA input):
```
! wB97M-V def2-TZVPD RIJCOSX def2/J DEFGRID3
* xyz -1 1
C 2.456 -0.147 0.172
C 1.280 0.309 -0.391
C 0.882 -1.627 0.369
C -2.097 0.939 0.272
N 2.218 -1.458 0.482
N 0.240 -0.500 -0.153
O 1.183 1.594 -0.851
O -1.960 -1.826 0.175
P -1.521 -0.670 -0.640
H 3.456 0.232 0.225
H 0.589 1.632 -1.643
H 0.221 -2.409 0.768
H -1.526 1.930 0.116
H -3.084 1.205 -0.271
H -2.338 0.795 1.369
*
```

Relative energy (zero: lowest compared OMol25 entry of this formula, charge and spin) ... 238.65 kJ/mol
SMILES ... CP([O-])n1cncc1O